Record 1
C28H24CeClIN7O5S4 | the ωB97M-V functional and the def2-TZVPD basis

Results
Net charge = +1
E_HOMO = -10.419 eV
2S+1 = 1
Relative energy (zero: lowest compared OMol25 entry of this formula, charge and spin) = 5.3 kcal/mol
Frontier orbital gap = 6.1192 eV

Cartesian coordinates (Å):
Ce 0.24 0.24 0.42
N 2.43 0.07 2.03
N 3.14 -1.07 1.59
C 3.08 -1.26 0.20
O 3.79 -2.05 -0.37
O 2.14 -0.53 -0.37
H 3.00 0.91 1.97
H 2.14 -0.07 2.99
H 4.04 -1.25 2.00
C 0.14 2.47 3.72
C 0.90 3.11 2.62
N 1.15 2.54 1.46
C 1.79 3.42 0.61
C 2.05 4.64 1.13
S 1.48 4.71 2.74
C 2.07 2.98 -0.76
C 2.96 3.55 -1.61
S 2.90 2.75 -3.11
C 1.75 1.64 -2.49
N 1.38 1.89 -1.26
C 1.29 0.51 -3.32
H 0.38 1.41 3.80
H -0.94 2.54 3.53
H 0.35 2.94 4.67
H 2.49 5.49 0.65
H 3.61 4.39 -1.41
H 1.64 0.61 -4.35
H 0.20 0.47 -3.32
H 1.68 -0.43 -2.91
Cl -0.61 -5.93 -3.38
C -0.71 -4.32 -2.76
C -1.31 -3.35 -3.50
C -1.38 -2.01 -3.03
I -2.38 -0.61 -4.18
C -0.86 -1.69 -1.81
O -0.81 -0.45 -1.33
C -0.30 -2.72 -0.99
N 0.14 -2.34 0.23
C 0.72 -3.25 0.99
C 0.89 -4.58 0.60
C 0.43 -4.98 -0.63
C -0.18 -4.04 -1.47
H -1.72 -3.59 -4.47
H 1.09 -2.91 1.95
H 1.39 -5.28 1.27
H 0.55 -6.00 -0.96
C -2.57 -3.22 2.76
C -1.97 -2.33 3.86
C -0.97 -1.43 3.31
N -0.20 -0.74 2.81
H -3.32 -3.86 3.20
H -1.80 -3.84 2.30
H -3.03 -2.61 1.98
H -1.50 -2.92 4.65
H -2.73 -1.70 4.32
O -2.30 -0.35 0.93
S -2.68 1.03 1.27
O -2.86 1.27 2.67
N -1.51 1.89 0.55
C -2.02 2.90 -0.23
S -1.16 4.06 -0.96
C -3.50 2.74 -0.39
C -4.35 3.51 -1.16
C -5.70 3.19 -1.17
C -6.20 2.12 -0.42
C -5.35 1.36 0.37
C -4.01 1.69 0.35
H -3.96 4.34 -1.74
H -6.38 3.77 -1.77
H -7.26 1.89 -0.45
H -5.73 0.54 0.96

Record 2
C28H24FeN2O3S | the ωB97M-V functional and the def2-TZVPD basis

Results
E_HOMO (alpha / beta) = -7.348 / -7.320 eV
2S+1 = 5
Frontier orbital gap (alpha / beta) = 7.6431 / 7.5975 eV

Cartesian coordinates (Å):
Fe 0.02 0.04 0.29
O -0.33 -1.99 0.44
C 0.31 -2.74 -0.39
C 0.91 -3.95 0.05
C 1.58 -4.78 -0.81
C 1.69 -4.50 -2.18
C 1.10 -3.35 -2.65
C 0.43 -2.46 -1.80
C -0.14 -1.27 -2.41
N -0.53 -0.25 -1.75
C -1.11 0.94 -2.35
C -1.93 1.68 -1.29
N -1.27 1.75 0.02
C -0.22 2.50 0.09
C 0.66 2.70 1.22
C 1.38 3.91 1.21
C 2.25 4.24 2.22
C 2.46 3.32 3.25
C 1.82 2.10 3.26
C 0.90 1.73 2.24
O 0.36 0.56 2.22
H 0.82 -4.18 1.10
H 2.04 -5.68 -0.42
H 2.22 -5.17 -2.84
H 1.15 -3.11 -3.71
H -0.23 -1.29 -3.51
H -1.75 0.70 -3.20
H -0.30 1.58 -2.71
H -2.88 1.16 -1.15
H -2.15 2.70 -1.65
H 0.04 3.13 -0.77
H 1.21 4.61 0.40
H 2.77 5.19 2.21
H 3.15 3.55 4.06
H 1.99 1.38 4.05
O 2.10 -0.06 -0.09
S 3.26 -0.44 -0.95
C 4.11 -1.69 0.01
C 3.55 -2.09 1.21
C 4.19 -3.09 1.93
C 5.36 -3.66 1.46
C 5.91 -3.25 0.25
C 5.28 -2.26 -0.49
C 4.41 0.91 -0.78
C 5.21 1.25 -1.85
C 6.10 2.31 -1.72
C 6.16 3.02 -0.53
C 5.33 2.68 0.54
C 4.45 1.62 0.42
H 2.63 -1.64 1.55
H 3.77 -3.42 2.87
H 5.85 -4.43 2.03
H 6.82 -3.70 -0.12
H 5.69 -1.93 -1.43
H 5.14 0.70 -2.78
H 6.74 2.59 -2.55
H 6.85 3.85 -0.43
H 5.36 3.25 1.46
H 3.78 1.35 1.23

Record 3
C28H24NO2 | the ωB97M-V functional and the def2-TZVPD basis

Results
Net charge = +1
E_HOMO = -11.200 eV
2S+1 = 1
Relative energy (zero: lowest compared OMol25 entry of this formula, charge and spin) = 7.5 kcal/mol
Frontier orbital gap = 6.5844 eV

Cartesian coordinates (Å):
C 5.59 -2.26 -0.54
C 4.72 -2.89 -1.43
C 3.96 -2.14 -2.33
C 4.09 -0.75 -2.29
O 3.20 0.04 -3.04
C 1.87 0.10 -2.58
C 1.52 1.08 -1.63
C 0.26 1.05 -1.08
C -0.70 0.07 -1.38
C -1.93 0.13 -0.60
C -3.06 -0.75 -0.99
C -4.39 -0.30 -0.82
C -5.48 -1.13 -1.07
C -5.27 -2.44 -1.55
C -3.97 -2.92 -1.68
C -2.88 -2.10 -1.36
C -0.35 -0.82 -2.44
C 0.93 -0.86 -2.98
C 5.00 -0.10 -1.46
C 5.73 -0.86 -0.55
H 6.17 -2.85 0.17
H 4.62 -3.98 -1.44
H 3.26 -2.59 -3.03
H 2.27 1.82 -1.33
H 0.00 1.83 -0.36
H -2.26 1.18 -0.50
H -4.56 0.73 -0.48
H -6.50 -0.76 -0.90
H -6.13 -3.07 -1.81
H -3.80 -3.94 -2.05
H -1.87 -2.52 -1.39
H -1.07 -1.52 -2.87
H 1.26 -1.62 -3.71
H 5.08 0.99 -1.51
H 6.40 -0.36 0.14
C -1.89 4.63 2.29
O -1.80 3.23 1.93
C -0.80 2.49 2.49
C 0.29 3.04 3.19
C 1.26 2.21 3.75
C 1.17 0.82 3.59
C 0.12 0.30 2.88
C -0.88 1.11 2.29
C -1.76 0.27 1.45
C -1.42 -1.07 1.87
N -0.25 -1.05 2.60
H -2.85 4.96 1.89
H -1.85 4.77 3.37
H -1.06 5.19 1.84
H 0.39 4.13 3.29
H 2.09 2.65 4.30
H 1.92 0.14 4.03
H -2.80 0.58 1.32
H -1.87 -2.02 1.58
H 0.29 -1.85 2.91

Record 4
C28H24NO3 | the ωB97M-V functional and the def2-TZVPD basis

Results
Net charge = -1
E_HOMO = -3.260 eV
2S+1 = 1
Relative energy (zero: lowest compared OMol25 entry of this formula, charge and spin) = 0.0 kcal/mol
Frontier orbital gap = 4.7553 eV

Cartesian coordinates (Å):
C -2.41 2.50 -1.70
C -2.42 1.28 -2.48
C -1.48 0.94 -3.54
N -3.53 0.49 -2.40
O -3.54 -0.56 -3.11
O -4.47 0.81 -1.64
H -1.41 2.95 -1.71
H -3.12 3.25 -2.09
H -2.67 2.33 -0.65
H -0.58 1.55 -3.45
H -1.19 -0.12 -3.49
H -1.93 1.12 -4.53
C 5.40 -2.07 -3.18
C 4.11 -1.90 -3.71
C 3.04 -1.55 -2.88
C 3.22 -1.39 -1.48
C 2.09 -1.00 -0.62
C 0.78 -1.16 -1.03
C -0.34 -0.79 -0.22
C -1.64 -1.17 -0.59
C -2.76 -1.10 0.29
C -3.12 0.11 0.95
C -4.21 0.16 1.80
C -4.90 -1.02 2.13
C -4.56 -2.23 1.50
C -3.53 -2.26 0.56
C -0.06 -0.07 0.99
C 1.21 0.24 1.42
C 1.43 1.12 2.58
C 0.42 2.04 2.99
C 0.59 2.84 4.12
C 1.78 2.79 4.86
C 2.79 1.91 4.46
C 2.61 1.09 3.35
C 2.34 -0.46 0.75
O 3.40 -0.68 1.35
C 4.51 -1.62 -0.97
C 5.59 -1.94 -1.80
H 6.24 -2.31 -3.83
H 3.94 -2.04 -4.78
H 2.05 -1.39 -3.32
H 0.55 -1.67 -1.97
H -1.75 -1.76 -1.50
H -2.53 1.01 0.75
H -4.52 1.12 2.21
H -5.72 -0.99 2.86
H -5.10 -3.15 1.74
H -3.26 -3.17 0.03
H -0.89 0.21 1.63
H -0.49 2.12 2.39
H -0.21 3.52 4.42
H 1.92 3.43 5.73
H 3.73 1.86 5.00
H 3.39 0.39 3.06
H 4.67 -1.53 0.10
H 6.57 -2.07 -1.35

Record 5
C28H25BF6FeO5S | the ωB97M-V functional and the def2-TZVPD basis

Results
Net charge = +2
E_HOMO (alpha / beta) = -13.215 / -14.667 eV
2S+1 = 5
Relative energy (zero: lowest compared OMol25 entry of this formula, charge and spin) = 0.0 kcal/mol
Frontier orbital gap (alpha / beta) = 5.5311 / 5.5120 eV

Cartesian coordinates (Å):
C 2.71 -4.32 1.12
C 2.83 -3.14 0.25
C 2.95 -3.16 -1.15
C 3.01 -1.93 -1.75
C 3.16 -0.78 -0.82
B -0.33 -0.08 2.91
C -1.16 -1.25 2.36
C -2.34 -1.64 3.00
C -3.11 -2.67 2.47
C -4.37 -3.11 3.15
F -4.43 -4.47 3.29
F -4.50 -2.57 4.40
F -5.49 -2.74 2.44
C -2.74 -3.30 1.29
C -1.57 -2.90 0.66
C -1.16 -3.54 -0.64
F -0.69 -2.62 -1.54
F -0.14 -4.45 -0.45
F -2.18 -4.21 -1.24
C -0.75 -1.92 1.21
O -0.72 0.55 4.06
C -0.08 1.79 4.45
C 1.39 1.87 4.00
C 1.90 3.28 4.22
C 2.26 0.89 4.79
C 1.44 1.56 2.49
O 0.78 0.31 2.18
S 2.84 -1.56 0.84
H 2.68 -5.22 0.51
H 3.57 -4.37 1.80
H 1.80 -4.26 1.73
H 2.95 -4.12 -1.67
H 3.00 -1.74 -2.82
H -2.65 -1.14 3.92
H -3.36 -4.09 0.86
H 0.20 -1.68 0.74
H -0.66 2.62 4.01
H -0.17 1.84 5.55
H 2.93 3.38 3.86
H 1.27 4.00 3.68
H 1.88 3.54 5.29
H 3.30 0.96 4.45
H 2.22 1.15 5.86
H 1.90 -0.14 4.66
H 0.95 2.36 1.92
H 2.48 1.45 2.13
O 0.62 7.68 -0.60
C 0.92 6.56 -0.54
Fe 1.40 4.96 -0.03
C 2.46 5.63 1.24
O 2.96 6.20 2.12
C 0.07 4.74 1.08
O -0.72 4.72 1.95
C 1.21 0.06 -0.97
C 0.13 0.92 -0.74
C 0.09 2.31 -0.76
C 1.08 3.23 -1.19
C 2.42 2.93 -1.51
C 3.07 1.72 -1.29
C 2.47 0.49 -1.06
H 0.91 -0.98 -1.13
H -0.83 0.43 -0.56
H -0.87 2.75 -0.46
H 0.71 4.26 -1.52
H 3.03 3.74 -1.95
H 4.16 1.70 -1.35
H 4.24 -0.57 -0.67

Record 6
C28H25Cl2N5O3RuS3Si | the ωB97M-V functional and the def2-TZVPD basis

Results
Net charge = -1
E_HOMO (alpha / beta) = -4.666 / -4.746 eV
2S+1 = 6
Relative energy (zero: lowest compared OMol25 entry of this formula, charge and spin) = 13.6 kcal/mol
Frontier orbital gap (alpha / beta) = 6.8353 / 6.0504 eV

Cartesian coordinates (Å):
Ru 0.48 0.61 1.06
Cl -1.36 6.18 5.18
C -0.57 4.73 4.63
C -0.89 4.23 3.38
C -0.26 3.09 2.88
N -0.42 2.60 1.59
C -1.31 3.09 0.72
O -2.28 3.82 0.91
C -0.96 2.74 -0.72
C -1.87 2.99 -1.73
C -1.50 2.73 -3.03
C -0.21 2.28 -3.28
C 0.63 2.05 -2.20
N 0.26 2.25 -0.94
C 0.68 2.42 3.68
C 0.99 2.93 4.94
C 0.38 4.08 5.40
Cl 0.83 4.69 6.97
N 1.28 1.31 3.09
C 1.99 0.42 3.80
O 2.23 0.38 5.00
C 2.63 -0.64 2.93
C 3.22 -1.75 3.51
C 3.89 -2.65 2.71
C 3.99 -2.37 1.35
C 3.37 -1.24 0.85
N 2.67 -0.40 1.61
H -1.64 4.73 2.78
H -2.85 3.38 -1.46
H -2.19 2.88 -3.85
H 0.15 2.09 -4.29
H 1.64 1.71 -2.36
H 1.72 2.42 5.55
H 3.13 -1.86 4.58
H 4.33 -3.54 3.13
H 4.53 -3.03 0.68
H 3.45 -0.99 -0.20
C -1.32 -0.99 -5.51
Si -0.66 -2.00 -4.06
C 1.19 -2.09 -4.28
C -1.32 -3.74 -4.19
C -1.39 -1.24 -2.50
C -2.77 -1.08 -2.48
C -3.43 -0.53 -1.38
C -2.66 -0.14 -0.31
N -1.33 -0.27 -0.30
C -0.69 -0.81 -1.35
S 1.03 -0.87 -1.12
H -1.42 -1.61 -6.41
H -0.64 -0.17 -5.75
H -2.30 -0.55 -5.29
H 1.40 -2.46 -5.29
H 1.65 -2.75 -3.56
H 1.66 -1.10 -4.17
H -0.97 -4.21 -5.12
H -2.41 -3.77 -4.19
H -0.97 -4.35 -3.35
H -3.36 -1.38 -3.34
H -4.50 -0.42 -1.36
H -3.10 0.29 0.59
C 0.38 -3.42 1.30
O 0.06 -2.10 1.76
C -0.87 -1.93 2.74
S -1.47 -3.18 3.64
S -1.34 -0.30 2.88
H 0.76 -3.28 0.29
H -0.51 -4.05 1.30
H 1.13 -3.87 1.94

Record 7
C28H25Cl5N3SSi2Tl | the ωB97M-V functional and the def2-TZVPD basis

Results
E_HOMO = -7.201 eV
2S+1 = 1
Relative energy (zero: lowest compared OMol25 entry of this formula, charge and spin) = 24.0 kcal/mol
Frontier orbital gap = 6.3972 eV

Cartesian coordinates (Å):
Tl -0.36 0.00 -0.58
N 1.84 0.18 3.84
C 1.01 0.22 4.95
C 1.54 0.30 6.23
C 0.71 0.35 7.34
C -0.66 0.31 7.18
C -1.21 0.22 5.91
C -0.38 0.18 4.81
S -1.09 0.10 3.18
N 0.21 -0.06 2.15
C 1.43 -0.03 2.54
C 2.47 -0.25 1.54
C 3.81 -0.50 1.89
C 4.75 -0.68 0.90
C 4.35 -0.63 -0.43
C 3.00 -0.44 -0.69
N 2.09 -0.24 0.25
H 2.82 0.28 4.03
H 2.61 0.34 6.35
H 1.15 0.44 8.33
H -1.31 0.35 8.04
H -2.28 0.20 5.77
H 4.11 -0.58 2.92
H 5.79 -0.85 1.16
H 5.05 -0.76 -1.24
H 2.63 -0.43 -1.71
Cl 2.11 0.72 -3.73
C 0.48 0.33 -4.14
C -0.45 0.12 -3.13
C -1.75 -0.07 -3.60
Cl -3.03 -0.22 -2.44
C -2.11 -0.09 -4.94
Cl -3.75 -0.30 -5.43
C -1.13 0.08 -5.91
Cl -1.54 0.05 -7.58
C 0.18 0.30 -5.50
Cl 1.39 0.54 -6.70
C -2.49 3.11 -1.22
Si -1.98 1.92 0.20
C -1.86 3.08 1.73
C -3.45 0.70 0.54
C -4.68 1.34 0.72
C -5.87 0.64 0.84
C -5.84 -0.75 0.82
C -4.64 -1.39 0.68
C -3.43 -0.71 0.52
Si -1.95 -1.92 0.22
C -1.78 -2.93 1.84
C -2.43 -3.26 -1.08
H -3.36 3.69 -0.92
H -2.74 2.60 -2.14
H -1.69 3.81 -1.44
H -2.72 3.74 1.73
H -0.97 3.70 1.69
H -1.86 2.55 2.67
H -4.71 2.42 0.74
H -6.81 1.16 0.94
H -6.76 -1.32 0.89
H -4.62 -2.47 0.66
H -2.51 -3.73 1.85
H -1.93 -2.32 2.72
H -0.79 -3.38 1.91
H -3.49 -3.48 -1.03
H -1.90 -4.18 -0.87
H -2.21 -2.98 -2.10